No. 1
Density functional theory data (wB97M-V/def2-TZVPD) for one molecule with the formula C5H13NO2 at a distorted geometry.

Kohn-Sham gap   10.11 eV
2S+1   1
E_LUMO   0.030 Eh
SMILES   C[C@@H](NO)C(C)(C)O
Net charge   0

XYZ file:
```
21
C5H13NO2, DFT wB97M-V/def2-TZVPD
C -0.74 -1.83 -0.09
C 0.29 -0.79 0.27
N 1.36 -0.71 -0.60
O 2.24 -2.07 -0.23
C -0.35 0.88 -0.20
C -1.56 1.07 0.70
C 0.67 1.99 0.01
O -0.79 0.82 -1.51
H -1.13 -1.64 -1.09
H -1.55 -1.87 0.63
H -0.25 -2.81 -0.12
H 0.55 -0.79 1.34
H 2.09 -0.10 -0.23
H 2.06 -2.88 0.27
H -2.00 2.05 0.50
H -1.27 1.04 1.75
H -2.31 0.31 0.50
H 0.18 2.96 -0.12
H 1.10 1.94 1.01
H 1.47 1.94 -0.72
H -0.05 0.50 -2.06
```



No. 2
Density functional theory data (wB97M-V/def2-TZVPD) for a 2-piece molecular cluster, C5H13NO2 overall at a distorted geometry.

Kohn-Sham gap (spin up / spin down)   6.04 / 6.64 eV
2S+1   1
E_LUMO (spin up / spin down)   -0.073 / -0.058 Eh
SMILES   CC[C@H](C)NC.O=O
Net charge   0

XYZ file:
```
21
C5H13NO2, DFT wB97M-V/def2-TZVPD
C -1.73 -0.73 0.87
C -1.12 0.61 0.54
C 0.59 0.56 0.34
C 1.08 1.95 -0.06
N 1.05 -0.41 -0.57
C 1.35 -1.74 -0.11
H -1.25 -1.18 1.74
H -1.61 -1.41 0.02
H -2.80 -0.63 1.05
H -1.19 1.33 1.36
H -1.64 1.09 -0.30
H 0.94 0.31 1.35
H 2.16 1.99 0.00
H 0.76 2.17 -1.07
H 0.68 2.70 0.61
H 0.59 -0.39 -1.49
H 2.07 -2.20 -0.79
H 1.79 -1.71 0.89
H 0.47 -2.39 -0.06
O -1.41 0.58 -2.01
O -0.80 -0.50 -2.32
```



No. 3
Density functional theory data (wB97M-V/def2-TZVPD) for a 2-piece molecular cluster, C5H13NO2 overall at a distorted geometry.

Kohn-Sham gap (spin up / spin down)   10.88 / 5.09 eV
2S+1   2
E_LUMO (spin up / spin down)   -0.110 / -0.305 Eh
<S²>   0.755
Net charge   +1

XYZ file:
```
21
C5H13NO2, DFT wB97M-V/def2-TZVPD
O 1.08 1.31 1.06
C 1.61 0.25 0.81
C 1.61 -0.07 -0.68
C 0.48 -1.07 -0.92
C -0.96 -0.65 -0.57
C -2.32 0.96 -1.89
N -1.21 0.70 -1.02
H 2.09 -0.40 1.54
H 1.20 0.84 -1.14
H 2.55 -0.53 -0.98
H 0.60 -2.11 -0.60
H 0.36 -1.05 -2.03
H -1.66 -1.43 -0.99
H -1.10 -0.69 0.51
H -1.94 1.46 -2.79
H -2.89 0.04 -2.11
H -3.14 1.60 -1.52
H -1.29 1.29 -0.17
H -0.35 -1.46 2.21
H -0.16 -0.79 3.61
O 0.29 -1.10 2.82
```



No. 4
Density functional theory data (wB97M-V/def2-TZVPD) for a 2-piece molecular cluster, C5H13NO2 overall at a distorted geometry.

Kohn-Sham gap (spin up / spin down)   10.71 / 5.61 eV
2S+1   2
E_LUMO (spin up / spin down)   -0.124 / -0.308 Eh
<S²>   0.754
Net charge   +1

XYZ file:
```
21
C5H13NO2, DFT wB97M-V/def2-TZVPD
C -2.25 -0.51 0.20
N -1.20 0.46 0.30
C -0.48 0.82 -0.94
C 0.67 -0.11 -1.22
C 2.03 0.66 -1.26
O 2.13 1.73 -0.74
C -1.83 -1.90 0.83
H -3.22 -0.18 0.80
H -2.57 -0.66 -0.85
H -1.48 1.23 0.93
H -0.25 1.89 -0.94
H -1.27 0.88 -1.68
H 0.79 -0.82 -0.37
H 0.51 -0.67 -2.13
H 2.79 0.09 -1.78
H -2.34 -2.18 1.73
H -1.80 -2.73 0.09
H -0.78 -1.78 0.96
H 0.41 -0.61 1.76
H 1.33 0.26 2.49
O 1.29 -0.66 2.15
```



No. 5
Density functional theory data (wB97M-V/def2-TZVPD) for C5H13NO3 as an isolated structure at a distorted geometry.

Kohn-Sham gap   10.28 eV
2S+1   1
E_LUMO   0.034 Eh
Net charge   0

XYZ file:
```
22
C5H13NO3, DFT wB97M-V/def2-TZVPD
C -1.45 0.02 -1.54
C 0.64 1.35 -2.06
O 0.12 0.26 -1.33
O -1.89 -0.82 -0.63
H -0.94 -1.31 -0.04
H -1.87 1.04 -1.45
H -1.48 -0.33 -2.59
H 0.19 2.30 -1.74
H 0.44 1.20 -3.13
H 1.72 1.37 -1.90
C -0.22 -1.89 1.96
C 0.12 1.05 1.36
C 0.92 0.05 0.59
O 0.17 -1.44 0.67
N 2.15 0.05 0.45
H 2.54 -0.71 -0.09
H 0.57 -1.71 2.70
H -0.41 -2.96 1.90
H -1.14 -1.38 2.26
H -0.93 0.91 1.14
H 0.44 2.04 1.06
H 0.30 0.94 2.43
```



No. 6
Density functional theory data (wB97M-V/def2-TZVPD) for a 2-piece molecular cluster, C5H13NO3 overall at a distorted geometry.

Kohn-Sham gap   10.12 eV
2S+1   1
E_LUMO   0.020 Eh
SMILES   CNC(=O)C[C@@H](C)O.O
Net charge   0

XYZ file:
```
22
C5H13NO3, DFT wB97M-V/def2-TZVPD
C 1.34 1.61 1.69
N 1.79 0.33 1.22
C 1.09 -0.72 0.63
O 1.46 -1.85 0.92
C -0.14 -0.32 -0.15
C -0.94 -1.71 -0.26
C -2.43 -1.30 -0.53
O -0.52 -2.48 -1.44
H 1.35 1.59 2.75
H 0.29 1.94 1.43
H 1.90 2.42 1.11
H 2.78 0.03 1.38
H -0.08 -0.04 -1.19
H -0.67 0.45 0.35
H -0.87 -2.30 0.59
H -2.63 -0.56 -1.09
H -2.84 -2.21 -0.98
H -3.07 -1.12 0.34
H 0.39 -2.63 -1.38
O 0.50 3.22 -1.62
H 0.08 2.98 -2.43
H 1.23 2.67 -1.33
```



We obtain ΔE to the lowest compared entry with this formula, charge and spin values of 4.388; 6.674; 2.018; 2.085; 4.099; 2.380 eV for the records listed above, in that order.